(1)
# C22H68N16O10

A 10-piece molecular cluster, C22H68N16O10 overall (wB97M-V/def2-TZVPD, OMol25).

```
116
Properties=species:S:1:pos:R:3:mulliken_charge:R:1
C 5.194 -3.889 -3.944 0.457
O 5.047 -5.084 -3.825 -0.742
N 4.979 -3.213 -5.013 -0.137
N 5.789 -3.145 -3.030 0.046
H 4.395 -3.603 -5.740 0.202
H 5.337 -2.287 -5.194 0.090
H 6.255 -3.686 -2.316 0.086
H 5.989 -2.167 -3.186 -0.002
C 7.450 0.735 -1.028 0.539
O 7.307 -0.271 -0.332 -0.388
N 8.053 0.668 -2.202 0.358
N 7.064 1.940 -0.748 0.085
H 8.317 1.499 -2.711 0.205
H 8.200 -0.208 -2.683 -0.514
H 7.085 2.662 -1.453 -0.086
H 6.553 2.151 0.097 0.103
C 9.844 -2.384 -0.187 0.318
O 10.710 -3.200 -0.313 -0.743
N 10.042 -1.123 0.128 -0.001
N 8.558 -2.509 -0.437 -0.057
H 9.343 -0.453 -0.161 -0.088
H 10.975 -0.948 0.473 0.155
H 8.025 -1.652 -0.473 0.214
H 8.101 -3.410 -0.435 0.190
C 5.224 0.554 -4.508 0.514
O 5.884 -0.362 -4.121 -0.096
N 4.175 0.331 -5.241 -0.343
N 5.373 1.810 -4.321 -0.137
H 3.783 1.150 -5.682 0.093
H 3.882 -0.606 -5.479 0.264
H 4.672 2.478 -4.609 -0.060
H 6.198 2.122 -3.828 -0.147
C 8.567 4.135 -3.800 0.283
O 8.137 2.988 -3.606 -0.656
N 8.117 5.211 -3.178 -0.120
N 9.506 4.380 -4.694 -0.468
H 7.546 5.178 -2.346 0.143
H 8.795 5.953 -3.272 0.157
H 10.042 5.219 -4.525 0.184
H 9.839 3.592 -5.231 0.269
C 4.045 3.510 1.576 0.652
O 5.198 3.360 1.139 -0.932
N 3.836 3.390 2.835 -0.378
N 3.066 3.765 0.739 -0.116
H 2.927 3.625 3.207 0.187
H 4.611 3.066 3.397 0.278
H 2.112 4.004 0.967 0.173
H 3.339 3.632 -0.224 -0.018
C 5.714 7.062 -1.683 -1.315
C 5.475 5.704 -1.081 0.312
C 4.768 4.698 -1.975 0.425
O 3.547 5.227 -2.510 -0.472
C 2.799 4.246 -3.263 -0.645
N 6.769 5.133 -0.574 -0.461
H 4.960 7.500 -2.338 0.293
H 6.510 6.941 -2.418 0.222
H 5.948 7.772 -0.890 0.404
H 4.878 5.809 -0.175 0.306
H 4.604 3.823 -1.346 -0.372
H 5.433 4.439 -2.800 0.198
H 2.536 3.325 -2.743 0.237
H 3.420 3.980 -4.118 0.216
H 1.909 4.760 -3.627 0.320
H 6.419 4.361 -0.025 -0.032
H 7.072 5.624 0.255 0.320
C 11.155 -2.016 6.108 -1.419
C 11.089 -1.726 4.572 0.817
C 10.248 -0.498 4.173 -0.858
O 8.839 -0.808 4.278 -0.429
C 8.312 -1.101 3.020 -0.467
N 12.398 -1.708 3.973 -0.809
H 11.518 -1.148 6.660 0.331
H 11.817 -2.875 6.211 0.368
H 10.140 -2.181 6.471 0.309
H 10.661 -2.616 4.110 0.214
H 10.541 -0.069 3.215 0.341
H 10.538 0.259 4.901 0.407
H 8.932 -1.804 2.463 0.166
H 8.145 -0.204 2.424 0.194
H 7.326 -1.552 3.123 0.294
H 12.782 -2.642 3.993 0.271
H 12.414 -1.470 2.991 0.238
C 8.240 -2.437 -5.945 -1.327
C 9.732 -2.018 -5.881 0.420
C 10.089 -1.365 -4.513 -0.084
O 11.462 -0.842 -4.292 -0.454
C 11.525 0.081 -3.149 0.007
N 10.466 -3.227 -6.106 -0.815
H 7.658 -1.516 -5.955 0.197
H 7.785 -2.972 -5.111 0.206
H 7.909 -2.962 -6.841 0.452
H 9.910 -1.400 -6.762 0.379
H 9.969 -1.953 -3.603 0.305
H 9.328 -0.608 -4.326 -0.177
H 11.055 -0.352 -2.266 -0.103
H 11.024 1.023 -3.373 0.061
H 12.589 0.243 -2.975 0.318
H 10.411 -3.752 -5.245 0.310
H 11.391 -2.822 -6.093 0.345
C 3.457 -0.153 1.756 -1.550
C 3.505 -1.044 0.535 0.282
C 3.378 -0.203 -0.834 1.092
O 2.207 -0.525 -1.517 -0.548
C 2.309 -1.825 -2.220 -0.537
N 4.659 -1.911 0.575 -0.591
H 4.406 0.384 1.769 0.286
H 3.279 -0.763 2.642 0.363
H 2.747 0.674 1.746 0.389
H 2.672 -1.745 0.592 0.405
H 4.216 -0.386 -1.506 -0.160
H 3.407 0.860 -0.595 -0.484
H 1.410 -2.167 -2.733 0.404
H 2.563 -2.645 -1.547 0.287
H 3.093 -1.730 -2.971 0.049
H 4.820 -2.376 -0.307 0.330
H 5.504 -1.368 0.678 0.001
```

Results
Energy relative to the best compared isomer or geometry (same formula, charge and spin)   82.8 kcal/mol
Charge   0

***

(2)
# C22H71F9O30P2

A 26-piece molecular cluster, C22H71F9O30P2 overall (wB97M-V/def2-TZVPD, OMol25).

```
134
Properties=species:S:1:pos:R:3:mulliken_charge:R:1
C 2.621 0.575 2.794 -0.803
C 3.309 0.485 1.633 -0.876
C 2.540 0.265 0.332 0.654
C 2.486 1.334 -0.615 -0.802
C 1.805 1.228 -1.860 0.696
P 1.755 2.588 -3.114 -0.134
P -0.305 3.182 -3.471 0.801
O -0.652 2.846 -4.909 -0.701
O -0.546 4.784 -3.286 -0.478
O -1.357 2.298 -2.556 -0.326
C 1.132 -0.028 -2.115 0.561
C 0.325 -0.261 -3.407 -1.577
C 1.186 -1.103 -1.174 0.545
C 1.899 -0.966 0.079 0.602
C 1.947 -2.178 1.020 -0.717
O 2.947 -2.428 1.642 -0.596
C 0.668 -3.045 1.046 0.282
C 0.225 -3.756 2.330 0.891
F 1.239 -3.696 3.272 -0.446
F 0.001 -5.104 2.156 -0.381
C -1.024 -3.088 3.054 0.652
F -2.192 -3.664 2.708 -0.119
F -0.853 -3.371 4.404 -0.374
C -1.035 -1.529 2.968 0.408
F 0.196 -1.028 3.223 -0.263
F -1.502 -1.098 1.764 -0.028
C -1.993 -0.866 4.051 0.464
F -3.081 -1.624 4.315 -0.266
F -1.274 -0.745 5.197 -0.246
F -2.371 0.369 3.705 -0.240
C 0.006 -3.158 -0.122 0.851
C -1.256 -3.978 -0.377 -0.673
C -2.324 -3.106 -1.160 -0.491
C -3.716 -3.016 -0.419 -0.108
C -4.360 -1.614 -0.805 -0.282
C -4.188 -0.539 0.302 -0.772
C 0.523 -2.453 -1.403 -0.076
O 0.393 -3.031 -2.458 -0.639
H 2.924 0.044 3.719 0.345
H 1.677 1.143 2.883 0.145
H 4.408 0.565 1.662 0.440
H 3.009 2.277 -0.413 0.628
H 2.181 2.023 -4.350 0.136
H -1.464 4.935 -3.584 0.347
H -1.805 1.688 -3.169 0.286
H -0.637 -0.731 -3.096 0.077
H 0.799 -0.984 -4.089 0.069
H 0.081 0.662 -3.953 0.324
H -0.950 -4.780 -1.089 0.415
H -1.673 -4.492 0.501 0.192
H -2.550 -3.553 -2.150 0.247
H -1.988 -2.062 -1.306 0.074
H -4.403 -3.802 -0.774 0.414
H -3.579 -2.985 0.674 -0.106
H -5.424 -1.791 -1.078 0.531
H -3.892 -1.191 -1.736 -0.105
H -4.961 0.246 0.160 0.275
H -3.209 -0.022 0.249 0.142
H -4.314 -0.924 1.336 0.208
O -3.257 -2.784 7.019 -0.633
H -3.114 -2.771 6.067 0.343
H -3.269 -1.853 7.267 0.318
O -0.205 -3.129 8.119 -0.633
H -0.148 -3.199 7.160 0.336
H -1.139 -3.272 8.306 0.293
O 5.251 -2.422 -0.632 -0.605
H 6.065 -2.889 -0.402 0.284
H 4.811 -2.281 0.217 0.282
O 1.781 3.494 2.959 -0.667
H 1.289 3.470 3.789 0.357
H 1.422 4.265 2.499 0.285
O -3.563 3.394 -6.018 -0.705
H -2.632 3.116 -6.039 0.360
H -4.025 2.734 -6.545 0.290
O -5.020 5.762 -5.604 -0.674
H -4.412 5.009 -5.706 0.382
H -4.498 6.525 -5.875 0.344
O 2.016 4.982 5.272 -0.652
H 2.741 5.022 5.907 0.288
H 2.457 4.904 4.415 0.389
O -3.886 -5.594 1.784 -0.614
H -3.050 -6.015 2.015 0.297
H -4.329 -5.472 2.631 0.308
O 7.396 -4.802 -1.124 -0.612
H 7.914 -4.636 -1.919 0.311
H 6.986 -5.658 -1.285 0.312
O 4.424 3.131 -1.563 -0.547
H 5.027 2.375 -1.660 0.353
H 4.947 3.888 -1.847 0.242
O -3.491 -0.459 -4.079 -0.594
H -4.027 0.304 -3.835 0.278
H -3.583 -0.513 -5.038 0.252
O 1.996 -6.250 4.214 -0.800
H 1.529 -6.285 5.058 0.276
H 1.617 -5.483 3.764 0.432
O 2.583 5.177 -5.444 -0.642
H 2.617 5.112 -6.408 0.373
H 1.649 5.065 -5.234 0.282
O 3.651 5.888 -8.009 -0.653
H 4.383 5.907 -7.380 0.319
H 4.080 5.843 -8.870 0.305
O -6.290 6.777 -8.315 -0.646
H -6.172 6.027 -8.906 0.300
H -6.129 6.412 -7.435 0.364
O 6.568 1.616 -2.575 -0.627
H 6.670 0.669 -2.724 0.306
H 7.466 1.961 -2.617 0.273
O -1.836 -5.967 7.486 -0.618
H -2.166 -5.075 7.645 0.287
H -1.760 -6.021 6.528 0.315
O -5.278 -2.225 -5.562 -0.606
H -5.152 -2.963 -6.169 0.309
H -5.194 -2.619 -4.687 0.316
O 4.073 7.159 6.318 -0.613
H 4.480 8.026 6.413 0.291
H 3.187 7.347 5.985 0.326
O 1.684 -2.914 -5.043 -0.687
H 2.490 -3.382 -4.801 0.312
H 1.255 -2.729 -4.193 0.477
O -6.191 2.296 0.144 -0.607
H -6.725 2.232 0.943 0.292
H -6.496 3.105 -0.280 0.293
O 1.361 6.686 3.391 -0.594
H 0.875 6.662 4.222 0.310
H 1.000 7.451 2.921 0.305
O 4.478 -4.833 5.177 -0.637
H 4.752 -4.643 4.274 0.299
H 3.711 -5.414 5.072 0.349
O 0.021 9.137 2.392 -0.599
H 0.426 10.007 2.478 0.292
H -0.864 9.319 2.057 0.295
O 2.320 -6.381 0.567 -0.603
H 3.143 -6.833 0.779 0.300
H 1.908 -6.233 1.425 0.285
```

Results
Charge   0

***

(3)
# C22H72N6O14

A 14-piece molecular cluster, C22H72N6O14 overall (wB97M-V/def2-TZVPD, OMol25).

```
114
Properties=species:S:1:pos:R:3:mulliken_charge:R:1
C -5.372 -20.154 -13.783 -1.149
C -4.328 -19.384 -13.062 1.297
O -4.018 -18.256 -13.849 -0.596
H -5.933 -20.889 -13.182 0.234
H -5.023 -20.731 -14.685 0.341
H -6.155 -19.461 -14.086 0.057
H -3.402 -19.934 -12.849 0.388
H -4.789 -19.104 -12.105 -0.800
H -3.738 -17.670 -13.151 -0.020
C -3.846 -15.248 -14.067 0.280
C -4.027 -13.900 -14.806 -1.007
O -5.256 -13.295 -14.486 -0.587
H -3.045 -15.929 -14.443 0.504
H -4.768 -15.830 -14.074 -0.062
H -3.429 -14.980 -13.062 -0.265
H -3.986 -14.035 -15.862 0.437
H -3.209 -13.325 -14.447 0.429
H -5.823 -13.751 -15.090 0.337
C -8.848 -20.280 -12.198 -1.205
C -9.524 -19.549 -11.024 0.042
O -9.446 -18.207 -11.243 -0.829
H -8.911 -21.386 -12.083 0.427
H -7.817 -20.005 -12.305 -0.109
H -9.311 -19.993 -13.088 0.497
H -8.940 -19.743 -10.135 -0.181
H -10.563 -19.728 -11.004 0.579
H -10.213 -17.780 -10.840 0.313
C -8.172 -18.260 -7.810 0.084
C -9.707 -18.135 -7.677 -0.384
O -10.081 -18.991 -6.614 -0.592
H -7.895 -17.499 -8.562 -0.389
H -7.866 -19.169 -8.259 0.118
H -7.660 -18.182 -6.907 0.491
H -10.192 -18.348 -8.665 0.028
H -9.944 -17.098 -7.549 0.229
H -10.038 -19.902 -6.888 0.337
C -5.879 -22.769 -9.253 -1.495
C -5.954 -21.430 -10.010 1.457
O -4.696 -20.810 -9.763 -0.578
H -5.669 -22.665 -8.160 0.201
H -5.033 -23.271 -9.608 0.405
H -6.714 -23.405 -9.473 0.414
H -6.733 -20.808 -9.554 -0.685
H -6.216 -21.544 -11.084 -0.110
H -4.739 -19.833 -9.772 0.142
C -8.873 -15.003 -9.442 0.568
C -8.918 -14.562 -7.945 -0.786
O -10.244 -14.408 -7.649 -0.527
H -9.377 -15.963 -9.588 -0.328
H -7.841 -15.175 -9.731 -0.296
H -9.416 -14.268 -10.040 0.377
H -8.355 -13.717 -7.760 0.726
H -8.485 -15.439 -7.390 -0.053
H -10.446 -13.475 -7.435 0.369
C -9.354 -14.687 -12.952 -1.071
C -8.225 -13.706 -12.770 -0.434
O -7.051 -14.433 -12.665 -0.100
H -10.340 -14.315 -12.729 0.472
H -9.229 -15.541 -12.249 -0.059
H -9.364 -15.049 -13.984 0.285
H -8.399 -13.082 -11.958 0.358
H -8.082 -13.002 -13.639 0.410
H -6.352 -13.984 -13.221 0.031
C -4.173 -20.769 -6.408 -1.509
C -5.374 -19.847 -6.754 0.589
O -4.911 -18.771 -7.404 -0.424
H -4.509 -21.653 -5.881 0.394
H -3.357 -20.402 -5.868 0.392
H -3.827 -21.150 -7.399 0.221
H -5.991 -19.596 -5.887 0.399
H -6.066 -20.416 -7.394 -0.227
H -5.665 -18.468 -7.914 -0.517
C -2.031 -13.639 -8.893 0.458
O -2.498 -14.480 -9.864 -0.733
N -1.841 -12.354 -9.165 -0.448
N -1.711 -14.016 -7.707 -0.331
H -2.162 -11.995 -10.085 0.225
H -1.734 -11.637 -8.441 0.211
H -1.930 -15.008 -7.379 0.238
H -1.373 -13.310 -7.028 0.198
C -2.136 -17.917 -10.797 0.136
O -1.823 -19.268 -10.651 -0.735
N -1.914 -17.169 -11.856 -0.138
N -2.513 -17.244 -9.758 -0.142
H -1.664 -17.737 -12.761 0.377
H -2.044 -16.161 -11.843 0.085
H -2.440 -17.760 -8.814 0.231
H -2.461 -16.203 -9.786 0.217
C -5.967 -17.243 -10.894 -0.186
O -5.944 -18.297 -9.989 1.250
N -6.974 -16.877 -11.604 2.421
N -4.944 -16.456 -11.027 1.614
H -7.854 -17.382 -11.438 -0.993
H -7.057 -15.925 -12.030 -0.217
H -4.095 -16.751 -10.492 -0.881
H -4.986 -15.523 -11.378 -0.577
C -8.335 -17.786 -14.644 -0.818
O -7.164 -17.124 -14.293 -0.535
H -8.208 -18.881 -14.592 0.236
H -8.862 -17.529 -15.589 0.355
H -9.063 -17.631 -13.880 0.130
H -6.947 -17.152 -13.300 0.336
C -5.350 -12.675 -10.771 -0.152
O -4.981 -11.912 -9.617 -0.554
H -4.459 -12.795 -11.338 0.175
H -6.179 -12.264 -11.366 0.361
H -5.733 -13.649 -10.430 -0.304
H -4.636 -11.064 -9.834 0.301
C -5.379 -15.518 -7.609 0.658
O -4.585 -14.866 -6.627 -0.573
H -6.302 -15.854 -7.184 0.243
H -4.886 -16.368 -8.072 -0.452
H -5.658 -14.877 -8.443 -0.358
H -4.831 -13.949 -6.656 0.379
```

Results
Energy relative to the best compared isomer or geometry (same formula, charge and spin)   0.0 kcal/mol
Charge   0

***

(4)
# C22H74N12O15

A 15-piece molecular cluster, C22H74N12O15 overall (wB97M-V/def2-TZVPD, OMol25).

```
123
Properties=species:S:1:pos:R:3:mulliken_charge:R:1
C 0.826 6.143 0.222 -1.456
C 0.768 4.898 1.117 0.209
O 1.471 3.820 0.539 -0.309
H 0.385 5.978 -0.697 0.344
H 1.905 6.295 0.064 0.362
H 0.324 7.008 0.753 0.334
H -0.296 4.736 1.348 -0.061
H 1.202 5.223 2.031 0.506
H 1.379 3.017 1.100 0.019
C -0.266 -2.846 -3.249 -0.571
C 1.039 -3.413 -2.758 0.395
O 1.163 -4.779 -3.002 -0.647
H -0.422 -1.835 -3.031 -0.205
H -1.140 -3.457 -2.917 0.424
H -0.224 -2.962 -4.343 0.259
H 1.228 -3.209 -1.723 -0.292
H 1.799 -2.919 -3.273 0.234
H 0.589 -5.199 -2.364 0.360
C -0.755 -0.144 3.474 0.667
C 0.131 -0.187 4.736 -0.483
O 1.442 0.133 4.173 -0.562
H -1.750 0.009 3.716 0.698
H -0.831 -1.102 2.955 -0.680
H -0.438 0.564 2.773 -0.700
H 0.227 -1.207 5.107 0.242
H -0.127 0.532 5.530 0.329
H 1.342 0.654 3.384 0.233
C -2.602 3.907 -2.740 -1.412
C -2.377 3.764 -1.262 -0.218
O -1.532 2.676 -0.957 0.295
H -3.277 4.713 -3.025 0.476
H -3.114 3.110 -3.134 0.301
H -1.739 4.138 -3.409 0.203
H -3.296 3.574 -0.755 0.262
H -1.958 4.705 -0.917 0.403
H -1.165 2.942 -0.128 -1.234
C -5.746 1.296 -1.581 -1.185
C -4.614 0.345 -2.006 0.751
O -4.457 -0.575 -0.886 -0.554
H -5.962 2.063 -2.344 0.328
H -5.459 1.842 -0.641 0.183
H -6.668 0.762 -1.294 0.340
H -3.581 0.820 -2.138 -0.430
H -4.845 -0.322 -2.890 0.292
H -3.514 -0.695 -0.795 0.288
C -3.479 1.592 1.764 -0.035
C -2.688 2.718 2.438 -0.617
O -1.368 2.694 1.978 -0.529
H -2.907 0.763 1.351 -0.158
H -3.946 2.100 0.958 -0.290
H -4.244 1.170 2.446 0.349
H -2.843 2.579 3.550 0.289
H -3.209 3.674 2.207 0.365
H -0.748 2.800 2.733 0.299
C -2.654 -3.548 1.416 -1.008
C -3.458 -2.406 2.002 0.021
O -3.313 -2.398 3.455 -0.583
H -1.527 -3.276 1.523 0.111
H -2.836 -3.748 0.370 0.258
H -2.859 -4.472 1.923 0.460
H -4.413 -2.657 1.806 0.794
H -3.225 -1.391 1.614 -0.409
H -4.122 -2.791 3.815 0.304
C 2.444 -0.090 -3.006 0.005
O 3.702 -0.371 -3.442 -0.818
N 1.519 0.081 -3.898 0.073
N 2.065 0.101 -1.762 0.873
H 1.789 -0.305 -4.860 0.384
H 0.528 0.068 -3.637 -0.257
H 2.770 -0.186 -1.105 -0.367
H 1.099 0.104 -1.425 -0.109
C 2.278 -2.735 3.660 -0.240
O 3.386 -2.077 3.220 -0.763
N 1.169 -2.796 2.977 0.844
N 2.304 -3.644 4.578 -0.120
H 0.996 -2.202 2.176 -0.554
H 0.327 -3.242 3.428 0.335
H 3.184 -3.849 5.134 0.326
H 1.498 -4.066 5.036 0.193
C -0.409 -0.746 0.052 0.373
O -1.689 -1.067 -0.403 -0.715
N 0.038 0.474 0.083 4.401
N 0.471 -1.621 0.408 1.304
H -0.605 1.156 -0.242 -1.613
H 0.890 0.748 0.529 -1.061
H 0.241 -2.577 0.273 -0.223
H 1.397 -1.357 0.570 -0.098
C 1.665 -5.157 0.647 -0.052
O 0.489 -4.434 0.499 -0.584
N 2.422 -4.839 1.680 -0.188
N 1.999 -6.208 0.016 -0.398
H 2.125 -4.117 2.332 0.632
H 3.443 -5.140 1.692 0.227
H 2.244 -7.053 0.636 0.286
H 1.266 -6.484 -0.643 0.383
C 3.619 1.321 1.647 -0.042
O 2.245 1.318 1.468 -0.345
N 4.496 1.948 0.944 -0.414
N 4.105 0.807 2.737 -0.365
H 4.105 2.446 0.073 0.299
H 5.518 1.775 0.949 0.248
H 3.520 0.152 3.280 0.049
H 5.109 0.664 2.869 0.245
C 1.455 3.249 -3.384 0.320
O 0.885 4.488 -3.528 -0.788
N 2.015 2.596 -4.360 -0.352
N 1.566 2.705 -2.219 0.287
H 1.790 2.913 -5.329 0.328
H 2.021 1.514 -4.349 0.242
H 1.135 3.054 -1.379 -0.218
H 1.792 1.679 -2.140 0.337
C -1.346 0.859 -4.500 -1.179
O -1.251 0.523 -3.109 0.383
H -0.854 0.110 -5.104 0.544
H -0.781 1.808 -4.635 0.273
H -2.399 0.918 -4.947 0.120
H -1.318 1.301 -2.608 -0.432
C 4.039 -2.329 -0.228 -0.740
O 3.560 -1.185 0.426 -0.732
H 4.946 -2.664 0.226 0.531
H 4.364 -2.060 -1.316 0.227
H 3.510 -3.233 -0.123 -0.046
H 3.884 -1.269 1.323 0.380
```

Results
Energy relative to the best compared isomer or geometry (same formula, charge and spin)   8.5 kcal/mol
Charge   0

***

Sequential M output: 716.888 1048.710 644.846 746.903 g/mol
Sequential E_tot output: -2507.581916 -4719.562143 -2263.127152 -2668.184796 hartree
Sequential highest occupied orbital energy output: -8.49 -8.60 -8.51 -8.02 eV